The following is a DFT calculation (ωB97M-V/def2-TZVPD) of 2 unconnected molecules or ions with the total composition C5H12N2O.

Electronic energy   -10403.8161 eV
Charge   0
Strongest force on any atom   1.2 eV/Å
LUMO level   -0.1 eV

Positions of all 20 atoms, in Å:
C1 1.8411 1.0154 0.8735
C2 1.0450 1.6926 1.6557
C3 2.0277 -0.6422 -0.7862
N1 1.3270 0.1971 -0.1631
H1 2.9251 1.0182 0.9973
H2 -0.0319 1.6636 1.5247
H3 1.4586 2.2822 2.4490
H4 1.5223 -1.3052 -1.4539
H5 3.0871 -0.7167 -0.6090
H6 0.1647 0.1892 -0.3440
C4 -2.3617 0.9219 0.0157
N2 -1.2872 0.1547 -0.5937
C5 -1.4291 -1.3813 -0.3816
O1 -0.3757 -1.9943 -0.8613
H7 -3.3439 0.4890 -0.2267
H8 -2.3347 1.9647 -0.3171
H9 -2.2506 0.9126 1.1019
H10 -1.3588 0.2509 -1.5964
H11 -2.3979 -1.6517 -0.8733
H12 -1.5920 -1.4624 0.7211

Need the Mulliken charges? In units of e they are: C 0.171; C -0.754; C -0.146; N 0.091; H 0.263; H 0.127; H 0.279; H 0.266; H 0.253; H 0.441; C -1.014; N -0.443; C -0.544; O -0.808; H 0.329; H 0.348; H 0.294; H 0.263; H 0.308; H 0.276

The following is a DFT calculation (ωB97M-V/def2-TZVPD) of 2 unconnected molecules or ions with the total composition C5H12N2O.

Electronic energy   -10399.7935 eV
Charge   0
Strongest force on any atom   3.2 eV/Å
LUMO level   -3.3 eV

Positions of all 20 atoms, in Å:
C1 -1.1311 -0.4840 -1.3580
C2 -0.6589 -0.7466 0.0741
C3 0.1422 0.4930 0.4333
C4 -0.3705 1.8422 0.4512
C5 1.1380 0.1589 1.5590
N1 1.5867 0.3072 0.1583
N2 -2.0431 0.6585 -1.2942
H1 -1.5868 -1.3600 -1.7759
H2 -0.2382 -0.2430 -1.9681
H3 -1.5251 -0.8042 0.7367
H4 -0.0357 -1.6310 0.1534
H5 -0.8548 2.1312 1.3819
H6 0.2580 2.5969 -0.0112
H7 1.5136 0.9605 2.1910
H8 1.0482 -0.8273 2.0156
H9 -2.2779 1.0311 -2.2044
H10 -1.4620 1.5260 -0.6209
H11 1.8998 -0.6383 -0.1642
H12 2.6921 -2.7196 -0.0295
O1 1.9055 -2.2516 0.2718

Need the Mulliken charges? In units of e they are: C -0.525; C -0.625; C 0.862; C -0.763; C -0.700; N -0.617; N -0.573; H 0.439; H 0.335; H 0.304; H 0.427; H 0.303; H 0.419; H 0.302; H 0.300; H 0.261; H 0.212; H 0.417; H 0.139; O -0.917

The following is a DFT calculation (ωB97M-V/def2-TZVPD) of C5H12N2O in the gas phase.

Electronic energy   -10407.0201 eV
SMILES   CNC(=O)[C@H](C)NC
Charge   0
Strongest force on any atom   1.1 eV/Å
LUMO level   0.9 eV

Positions of all 20 atoms, in Å:
C1 1.5846 -1.9814 -1.1378
N1 0.3528 -1.6911 -0.4174
C2 -0.0385 0.6016 -1.3731
C3 0.1440 -0.2752 -0.1296
C4 -1.1432 -0.1967 0.6791
N2 -1.1477 0.6630 1.7492
C5 -0.5752 2.0021 1.7817
O1 -2.0956 -0.9020 0.4273
H1 2.2753 -2.5336 -0.4954
H2 1.4234 -2.6102 -2.0081
H3 2.1020 -1.0755 -1.4649
H4 -0.4638 -2.0615 -0.8964
H5 -0.5457 1.5577 -1.1912
H6 -0.7269 0.1144 -2.0621
H7 0.8798 0.8751 -1.8826
H8 1.0339 0.0245 0.4186
H9 -1.8372 0.4903 2.4643
H10 0.4818 1.9731 1.5046
H11 -0.5305 2.3166 2.8228
H12 -1.1732 2.7089 1.2111

Need the Mulliken charges? In units of e they are: C -0.842; N -0.380; C -1.185; C 0.280; C 0.077; N -0.148; C -0.842; O -0.621; H 0.275; H 0.323; H 0.254; H 0.286; H 0.338; H 0.329; H 0.354; H 0.332; H 0.275; H 0.274; H 0.357; H 0.262

The following is a DFT calculation (ωB97M-V/def2-TZVPD) of 2 unconnected molecules or ions with the total composition C5H12N2O.

Electronic energy   -10397.3895 eV
Charge   0
Strongest force on any atom   4.0 eV/Å
LUMO level   -2.8 eV

Positions of all 20 atoms, in Å:
C1 0.2393 -0.5969 2.5838
N1 -0.9739 -0.2369 2.3822
C2 -0.6703 -1.1041 -0.0125
C3 -0.8707 0.0580 0.9102
C4 0.1457 1.3110 0.6152
N2 0.0363 1.9712 -0.5975
C5 0.5260 1.1554 -1.6252
O1 0.2056 -1.1115 -2.3903
H1 0.9990 -0.0435 3.1739
H2 0.5557 -1.6356 2.3868
H3 -1.3407 -1.9574 -0.0034
H4 -0.8275 -0.7320 -1.0319
H5 0.3408 -1.4732 -0.1666
H6 -1.8186 0.4724 0.5650
H7 1.1622 0.9001 0.6862
H8 -0.0904 1.9339 1.4774
H9 0.5738 -1.5104 -3.1878
H10 0.9071 1.7165 -2.4764
H11 1.2163 0.4024 -1.2698
H12 -0.3157 0.4805 -2.0192

Need the Mulliken charges? In units of e they are: C -0.306; N -0.516; C -1.332; C 0.369; C -0.763; N -0.285; C -0.744; O -0.726; H 0.296; H 0.313; H 0.337; H 0.404; H 0.314; H 0.441; H 0.465; H 0.478; H 0.132; H 0.343; H 0.319; H 0.460